Entry 1:
16
Properties=species:S:1:pos:R:3 method="wB97M-V/def2-TZVPD" spin_multiplicity=1 orbital_gap_ev=11.09 energy_ev=-7393.676 e_above_lowest_kcal_mol=25.1 e_homo_ev=-10.10
C -0.747 1.258 1.219
C -0.002 1.124 -0.110
C 0.307 -0.308 -0.511
C 0.877 -1.216 0.557
C -0.381 -0.911 -1.657
O 0.942 -0.408 -1.785
H -0.129 0.918 2.057
H -1.673 0.672 1.225
H -1.010 2.303 1.409
H 0.951 1.667 -0.052
H -0.577 1.595 -0.917
H 1.698 -0.729 1.095
H 0.105 -1.491 1.284
H 1.261 -2.129 0.094
H -1.149 -0.348 -2.188
H -0.473 -1.996 -1.720



Entry 2:
13
Properties=species:S:1:pos:R:3 method="wB97M-V/def2-TZVPD" spin_multiplicity=3 orbital_gap_ev="7.93 / 6.90" energy_ev=-7792.988 e_above_lowest_kcal_mol=19.6 e_homo_ev="-7.15 / -10.65"
C 2.520 0.091 -0.064
C -0.114 0.027 0.256
C -0.775 1.269 -0.247
C -0.897 -1.442 -0.005
N 1.779 0.979 0.131
O 3.149 -0.895 -0.179
H 0.049 0.133 1.318
H -0.883 1.311 -1.263
H -0.043 2.074 0.125
H -1.805 1.353 0.101
H -1.099 -1.507 -1.028
H -0.139 -2.123 0.232
H -1.742 -1.270 0.624



Entry 3:
17
Properties=species:S:1:pos:R:3 method="wB97M-V/def2-TZVPD" spin_multiplicity=1 orbital_gap_ev=9.18 energy_ev=-19594.752 e_above_lowest_kcal_mol=112.6 e_homo_ev=-8.28
C -1.150 1.278 -0.177
C -1.933 -0.235 0.351
C -0.457 2.221 0.687
C 2.141 -2.138 -0.439
N 0.842 -1.721 -0.105
N 0.487 -0.583 -0.455
N -0.694 -0.082 -0.332
S -3.299 -1.099 -0.406
H -1.732 1.637 -1.032
H -1.905 -0.455 1.481
H 0.432 1.708 1.115
H -1.069 2.636 1.505
H -0.018 3.073 0.102
H 1.870 -2.984 -1.051
H 2.659 -2.594 0.302
H 2.680 -1.339 -0.992
H -3.577 -1.852 0.663



Entry 4:
143
Properties=species:S:1:pos:R:3 method="wB97M-V/def2-TZVPD" spin_multiplicity=1 total_charge=+3 orbital_gap_ev=5.99 energy_ev=-138319.034 e_above_lowest_kcal_mol=0.0 e_homo_ev=-14.27
Pb -0.390 -0.392 1.172
C -0.378 4.513 3.801
C -0.502 4.458 2.311
C -0.272 5.534 1.506
C -0.388 5.449 0.090
N -0.721 4.319 -0.469
N -0.974 3.269 0.333
B -1.630 2.185 -0.447
N -3.074 1.976 -0.208
N -3.699 3.161 -0.084
C -4.996 3.184 -0.179
C -5.715 1.978 -0.420
C -5.085 0.770 -0.480
C -5.810 -0.519 -0.704
C -3.674 0.777 -0.314
S -2.751 -0.661 -0.244
C -5.670 4.548 -0.100
C -7.159 4.408 0.232
C -5.510 5.207 -1.484
C -4.986 5.421 0.964
N -1.059 1.804 -1.745
N -1.961 1.854 -2.750
C -1.513 1.858 -3.969
C -0.105 1.845 -4.221
C 0.800 1.703 -3.213
C 2.273 1.588 -3.453
C 0.275 1.609 -1.894
S 1.217 1.238 -0.529
C -2.541 1.943 -5.092
C -1.984 1.332 -6.383
C -3.830 1.206 -4.695
C -2.851 3.435 -5.310
C -0.869 3.248 1.664
S -1.183 1.793 2.534
C -0.144 6.657 -0.799
C -0.351 6.316 -2.277
C 1.297 7.143 -0.579
C -1.141 7.755 -0.387
H 0.037 5.466 4.124
H 0.260 3.706 4.167
H -1.359 4.383 4.268
H 0.021 6.476 1.957
H -6.792 2.017 -0.544
H -6.882 -0.351 -0.795
H -5.631 -1.215 0.120
H -5.449 -1.005 -1.614
H -7.725 3.978 -0.600
H -7.572 5.399 0.423
H -7.325 3.801 1.127
H -5.950 4.590 -2.274
H -4.454 5.374 -1.716
H -6.023 6.172 -1.486
H -5.090 4.975 1.959
H -5.453 6.407 0.982
H -3.923 5.542 0.748
H 0.251 1.920 -5.241
H 2.531 1.959 -4.444
H 2.579 0.538 -3.386
H 2.841 2.139 -2.701
H -1.588 0.324 -6.218
H -1.199 1.950 -6.826
H -2.788 1.260 -7.117
H -3.633 0.142 -4.518
H -4.559 1.288 -5.503
H -4.265 1.632 -3.790
H -1.956 3.989 -5.613
H -3.251 3.886 -4.397
H -3.595 3.540 -6.103
H 0.356 5.551 -2.610
H -0.193 7.216 -2.875
H -1.365 5.951 -2.462
H 2.018 6.356 -0.822
H 1.470 7.465 0.453
H 1.496 7.996 -1.229
H -2.174 7.410 -0.503
H -1.001 8.627 -1.028
H -0.996 8.076 0.648
C -2.721 -0.715 4.426
C -1.310 -1.142 4.646
N -0.414 -1.412 3.719
C 0.735 -1.810 4.402
C 0.498 -1.749 5.758
N -0.783 -1.343 5.875
C 1.200 -2.071 7.053
O 2.433 -2.509 7.002
O 0.580 -1.907 8.066
C 1.947 -2.385 3.823
O 2.962 -2.560 4.453
O 1.919 -2.750 2.477
H -2.967 -0.752 3.366
H -2.885 0.302 4.788
H -3.402 -1.375 4.967
H -1.224 -1.229 6.779
H 2.778 -2.550 6.094
C 2.441 -4.451 0.393
P 2.909 -4.059 2.097
C 2.322 -5.366 3.165
C 0.966 -5.680 3.008
C 0.396 -6.660 3.802
C 1.176 -7.338 4.735
C 2.517 -7.017 4.894
C 3.095 -6.025 4.117
C 4.595 -3.534 2.254
C 5.612 -4.388 2.675
C 6.899 -3.891 2.810
C 7.167 -2.560 2.522
C 6.156 -1.721 2.063
C 4.868 -2.203 1.925
P 3.758 -3.972 -0.908
C 2.682 -3.740 -2.384
C 1.741 -2.710 -2.383
C 0.972 -2.450 -3.509
C 1.150 -3.202 -4.664
C 2.112 -4.200 -4.689
C 2.876 -4.465 -3.558
C 4.514 -5.601 -1.239
C 3.787 -6.779 -1.438
C 4.446 -7.975 -1.674
C 5.837 -8.008 -1.724
C 6.565 -6.842 -1.548
C 5.905 -5.642 -1.304
H 1.480 -3.995 0.168
H 2.330 -5.532 0.376
H 0.361 -5.166 2.269
H -0.654 -6.902 3.691
H 0.737 -8.128 5.333
H 3.116 -7.538 5.630
H 4.130 -5.756 4.279
H 5.427 -5.437 2.870
H 7.695 -4.548 3.141
H 8.170 -2.173 2.651
H 6.377 -0.692 1.809
H 4.082 -1.551 1.564
H 1.628 -2.093 -1.495
H 0.224 -1.667 -3.491
H 0.539 -3.011 -5.540
H 2.267 -4.781 -5.591
H 3.626 -5.246 -3.591
H 2.701 -6.768 -1.448
H 3.874 -8.884 -1.826
H 6.349 -8.946 -1.904
H 7.647 -6.864 -1.596
H 6.475 -4.730 -1.165



Entry 5:
75
Properties=species:S:1:pos:R:3 method="wB97M-V/def2-TZVPD" spin_multiplicity=1 total_charge=+2 orbital_gap_ev=8.27 energy_ev=-78557.509 e_homo_ev=-13.70
Sc -1.011 -0.537 -0.778
N -1.294 1.240 0.796
C -2.103 2.489 0.968
C -3.530 2.206 1.382
C -4.422 1.576 0.310
C -4.371 0.055 0.200
N -3.424 -0.434 -0.843
H -1.446 0.694 1.640
H -0.309 1.492 0.896
H -2.099 3.051 0.039
H -1.625 3.109 1.725
H -3.964 3.158 1.692
H -3.527 1.575 2.278
H -4.189 2.015 -0.669
H -5.453 1.857 0.520
H -5.361 -0.319 -0.050
H -4.088 -0.399 1.152
H -3.688 -0.002 -1.723
H -3.633 -1.418 -0.999
N 3.509 3.602 -3.357
C 3.256 2.504 -3.127
C 2.876 1.144 -2.824
C 3.638 0.045 -3.200
C 3.189 -1.214 -2.839
C 2.003 -1.331 -2.143
N 1.255 -0.277 -1.800
C 1.699 0.933 -2.127
H 4.557 0.179 -3.755
H 3.751 -2.102 -3.094
H 1.643 -2.303 -1.838
H 1.121 1.788 -1.809
I -2.762 -3.294 -2.656
C -0.883 -2.377 -2.074
H -0.362 -3.208 -1.595
H -0.407 -2.227 -3.038
C 3.676 1.839 1.645
N 3.628 0.659 2.505
C 4.261 0.865 3.817
C 2.804 -0.376 2.261
S 1.429 -0.177 1.247
N 3.088 -1.561 2.822
C 2.100 -2.633 2.911
C 4.464 -2.006 3.089
H 4.680 2.258 1.704
H 2.962 2.597 1.973
H 3.464 1.569 0.617
H 4.025 1.876 4.147
H 5.345 0.765 3.773
H 3.862 0.174 4.550
H 1.099 -2.225 2.977
H 2.310 -3.218 3.805
H 2.159 -3.288 2.039
H 5.178 -1.363 2.589
H 4.573 -3.011 2.682
H 4.687 -2.044 4.154
N -2.145 -3.186 0.808
C -2.384 -3.814 1.965
C -1.976 -2.972 2.980
C -1.500 -1.838 2.322
N -1.610 -1.967 0.998
H -2.364 -3.507 -0.129
H -2.821 -4.803 1.990
H -2.013 -3.155 4.042
H -1.047 -0.962 2.760
C -2.215 2.751 -4.523
C -2.399 1.382 -4.641
C -1.978 0.564 -3.613
N -1.402 1.039 -2.495
C -1.222 2.363 -2.394
C -1.608 3.249 -3.378
H -2.536 3.421 -5.313
H -2.858 0.945 -5.519
H -2.099 -0.512 -3.679
H -0.739 2.726 -1.497
H -1.425 4.308 -3.250



Entry 6:
71
Properties=species:S:1:pos:R:3 method="wB97M-V/def2-TZVPD" spin_multiplicity=6 total_charge=+2 orbital_gap_ev="8.15 / 4.81" energy_ev=-42797.182 e_homo_ev="-13.25 / -13.18"
Ru 0.039 1.854 -0.552
C 2.553 1.688 -2.779
O 1.906 2.602 -1.906
C 1.797 3.902 -2.478
C 1.276 4.854 -1.404
O 0.048 4.429 -0.840
C -1.149 4.925 -1.423
C -1.890 3.840 -2.208
O -2.089 2.731 -1.336
C -3.127 1.870 -1.776
H 3.532 2.083 -3.069
H 2.681 0.756 -2.230
H 1.955 1.512 -3.679
H 2.788 4.239 -2.811
H 1.120 3.874 -3.345
H 1.992 4.869 -0.576
H 1.183 5.861 -1.817
H -1.780 5.256 -0.589
H -0.944 5.772 -2.084
H -2.862 4.229 -2.540
H -1.314 3.524 -3.094
H -4.068 2.427 -1.836
H -2.895 1.450 -2.763
H -3.218 1.084 -1.026
C -1.955 -4.962 0.620
C -0.738 -4.768 1.463
C -0.269 -5.795 2.268
C 0.816 -5.614 3.108
C 1.451 -4.376 3.171
C 1.015 -3.337 2.377
C -0.065 -3.528 1.508
N -0.454 -2.527 0.619
C -0.325 -1.171 0.764
N -0.384 -0.706 2.032
C -0.221 0.590 2.499
C 0.115 1.662 1.653
C 0.312 2.922 2.206
C 0.126 3.137 3.568
C -0.224 2.073 4.389
C -0.391 0.792 3.893
C -0.718 -0.338 4.820
N -0.245 -0.395 -0.278
C -0.014 -0.948 -1.549
C -1.067 -0.978 -2.471
C -0.892 -1.561 -3.708
C 0.334 -2.125 -4.036
C 1.374 -2.113 -3.119
C 1.232 -1.526 -1.871
C 2.375 -1.474 -0.901
H -2.383 -5.940 0.821
H -1.731 -4.916 -0.446
H -2.708 -4.207 0.842
H -0.769 -6.751 2.241
H 1.171 -6.431 3.715
H 2.301 -4.234 3.818
H 1.547 -2.396 2.379
H -0.768 -2.842 -0.292
H -0.580 -1.399 2.749
H 0.616 3.758 1.582
H 0.264 4.123 3.988
H -0.354 2.248 5.446
H -0.767 0.034 5.839
H 0.048 -1.114 4.788
H -1.683 -0.789 4.587
H -2.030 -0.595 -2.168
H -1.709 -1.581 -4.411
H 0.482 -2.579 -5.002
H 2.317 -2.571 -3.376
H 3.321 -1.419 -1.437
H 2.409 -2.368 -0.276
H 2.282 -0.599 -0.249



Entry 7:
94
Properties=species:S:1:pos:R:3 method="wB97M-V/def2-TZVPD" spin_multiplicity=1 orbital_gap_ev=9.03 energy_ev=-64866.280 e_homo_ev=-9.10
C 22.454 24.912 10.587
N 23.513 24.275 9.822
O 23.935 23.170 10.194
O 23.861 24.937 8.869
H 21.860 25.515 9.900
H 22.837 25.640 11.303
H 21.912 24.110 11.088
C 20.496 19.903 9.253
N 20.891 21.172 9.882
O 20.622 21.459 11.048
O 21.507 21.968 9.151
H 19.883 19.469 10.044
H 21.377 19.275 9.123
H 19.984 20.144 8.321
O 17.604 18.484 9.155
C 16.613 18.393 8.459
O 16.368 19.160 7.294
C 17.310 20.118 6.955
C 17.150 20.554 5.507
C 15.717 17.215 8.614
H 18.322 19.744 7.110
H 17.128 21.025 7.532
H 16.179 20.907 5.159
H 17.691 19.899 4.825
H 17.641 21.522 5.407
H 15.832 16.713 9.575
H 16.104 16.530 7.860
H 14.701 17.577 8.457
O 18.357 25.679 7.572
C 18.746 24.742 6.916
O 18.755 24.592 5.537
C 18.341 25.672 4.622
C 16.927 25.354 4.067
C 19.009 23.350 7.587
H 19.074 25.709 3.816
H 18.463 26.646 5.096
H 16.848 24.311 3.760
H 16.456 26.093 3.419
H 16.169 25.511 4.835
H 19.915 23.464 8.183
H 19.263 22.467 7.001
H 18.304 23.039 8.358
O 20.427 17.580 12.339
C 19.205 17.834 12.496
O 18.131 17.044 12.757
C 18.242 15.657 12.937
C 16.808 15.156 12.909
C 18.699 19.276 12.503
H 18.751 15.484 13.885
H 18.842 15.093 12.223
H 16.291 15.728 13.679
H 16.795 14.117 13.238
H 16.269 15.271 11.968
H 19.458 20.058 12.552
H 17.947 19.443 13.275
H 18.194 19.493 11.562
O 22.369 24.565 14.365
C 23.428 23.973 14.374
O 23.671 22.654 14.329
C 22.631 21.684 14.174
C 23.017 20.296 13.643
C 24.761 24.696 14.554
H 21.849 21.942 13.460
H 21.986 21.595 15.049
H 23.609 19.655 14.296
H 23.602 20.557 12.761
H 22.110 19.757 13.370
H 25.504 24.123 15.109
H 24.546 25.562 15.179
H 25.318 25.028 13.678
F 21.002 17.818 5.039
C 21.116 17.401 6.338
C 19.970 16.880 6.995
C 20.062 16.456 8.255
C 21.314 16.414 8.901
C 22.508 16.861 8.219
C 22.345 17.382 6.934
H 19.032 16.829 6.463
H 19.174 16.249 8.833
H 21.373 16.104 9.934
H 23.457 16.941 8.730
H 23.154 17.800 6.353
F 28.308 18.376 8.524
C 27.104 18.983 8.496
C 26.087 18.608 9.358
C 24.824 19.269 9.422
C 24.596 20.283 8.489
C 25.459 20.573 7.506
C 26.790 19.981 7.525
H 26.301 17.867 10.113
H 24.079 19.083 10.181
H 23.662 20.808 8.625
H 25.129 21.259 6.739
H 27.502 20.313 6.785



Entry 8:
38
Properties=species:S:1:pos:R:3 method="wB97M-V/def2-TZVPD" spin_multiplicity=1 total_charge=-1 orbital_gap_ev=2.20 energy_ev=-46148.202 e_homo_ev=-2.19
C 3.269 -1.376 0.287
C 3.179 -0.177 -0.873
O 1.934 -0.219 -1.656
P 0.669 0.748 -0.867
O 0.458 0.165 0.587
C -0.896 0.520 -1.986
C -2.091 1.490 -1.420
C -3.394 0.705 -0.809
C -3.554 -0.603 -0.118
S -2.185 -1.819 0.276
C -5.130 -0.824 0.303
O -5.691 -1.954 0.740
O -5.726 0.527 0.115
C -4.919 1.360 -0.830
O -5.261 2.440 -1.536
O 1.092 2.435 -0.731
C 1.426 2.817 0.650
C 0.092 3.220 1.568
H 2.874 -0.861 1.288
H 4.358 -1.790 0.431
H 2.471 -2.223 0.047
H 3.453 0.878 -0.436
H 4.056 -0.442 -1.638
H -1.196 -0.599 -2.150
H -0.562 0.927 -3.057
H -1.679 2.299 -0.669
H -2.488 2.108 -2.361
H -1.821 -1.605 1.615
H 2.049 3.832 0.569
H 2.145 2.059 1.206
H 0.387 3.474 2.691
H -0.530 4.097 1.067
H -0.659 2.297 1.642
C 2.801 -4.756 1.201
O 3.724 -3.876 0.842
H 1.990 -4.398 1.858
H 2.215 -5.231 0.395
H 3.140 -5.645 1.759